1.
Entry from the Open Molecules 2025 dataset: C33H55N5O2PPdS as an isolated structure (ωB97M-V with the def2-TZVPD basis set).

The LUMO energy (spin up / spin down) is -9.2 / -12.1 eV. The value obtained for the gap between HOMO and LUMO (spin up / spin down) is 6.37 / 3.44 eV. The energy above the lowest of the compared OMol25 structures with the same formula, charge and spin comes out at 26.0 kcal/mol. The multiplicity is 5. The calculation puts the HOMO energy (spin up / spin down) at -15.55 / -15.52 eV. As for the net charge: +3.

Each line ends with the Löwdin charge.
Cartesian coordinates (Å):
Pd -0.253387 -0.556924 0.049938  0.74
C 2.123499 -0.440913 5.780903  -0.04
C 2.734789 0.504868 4.751096  -0.17
N 1.732938 1.070215 3.855692  0.12
C 1.223758 0.408938 2.830261  -0.65
S 0.090193 1.252684 1.795918  0.95
N 1.625188 -0.814793 2.590989  0.08
N 1.253639 -1.486280 1.541114  0.01
C 1.606657 -2.735326 1.381837  -0.17
C 2.187382 -3.537864 2.485130  0.03
C 1.475659 -3.266161 0.035582  -0.22
C 1.847940 -4.568966 -0.315489  0.05
C 1.761672 -4.962168 -1.642823  0.01
C 1.358363 -4.035852 -2.592254  0.04
C 1.015408 -2.756302 -2.163416  -0.08
N 1.041449 -2.395688 -0.897073  0.07
H 2.916371 -0.842103 6.404825  0.10
H 1.618806 -1.267657 5.290085  0.06
H 1.414968 0.078711 6.420005  0.09
H 3.458632 -0.039358 4.138721  0.13
H 3.236004 1.336058 5.245652  0.14
H 1.373001 1.994376 4.052985  0.16
H 2.273427 -2.930391 3.381184  0.07
H 3.174030 -3.905915 2.207662  0.12
H 1.565960 -4.407099 2.701457  0.12
H 2.201458 -5.259911 0.434789  0.13
H 2.023172 -5.971453 -1.932238  0.14
H 1.305656 -4.288104 -3.637768  0.13
H 0.703375 -1.993266 -2.862729  0.10
C -2.602295 1.533488 -4.733925  -0.01
N -1.707603 0.628116 -4.042998  -0.13
C -1.055653 -0.386778 -4.845581  0.00
C -1.472643 0.700972 -2.740701  -0.49
C -2.043554 1.859717 -1.972597  0.02
O -0.774394 -0.168098 -2.165824  -0.11
H -2.798113 1.141845 -5.727269  0.11
H -2.165216 2.527784 -4.835759  0.11
H -3.556915 1.622909 -4.215811  0.10
H -0.768919 0.041648 -5.804387  0.11
H -1.718680 -1.236145 -5.016525  0.11
H -0.161719 -0.725651 -4.327486  0.07
H -1.631306 2.793718 -2.353877  0.10
H -1.772699 1.737145 -0.918447  0.05
H -3.125266 1.923477 -2.073554  0.08
C 6.568221 5.071133 -1.481648  -0.02
C 5.361142 4.248111 -1.266659  -0.22
C 5.439931 2.904584 -0.898896  0.02
C 4.310907 2.109662 -0.763348  -0.18
C 4.457763 0.682176 -0.377694  -0.03
C 3.029985 2.685767 -0.990532  -0.10
C 1.837104 1.886831 -0.920797  -0.22
O 1.748856 0.694964 -0.635408  -0.11
C 2.929238 4.067862 -1.323201  -0.19
C 1.625618 4.766383 -1.529477  -0.04
C 4.091263 4.808769 -1.449704  0.02
H 7.475900 4.557216 -1.183489  0.09
H 6.488923 6.016703 -0.945174  0.10
H 6.654392 5.336772 -2.537087  0.11
H 6.411847 2.467658 -0.727993  0.13
H 5.496463 0.432323 -0.175955  0.09
H 4.089306 0.036875 -1.175951  0.09
H 3.863192 0.460008 0.509558  0.07
H 0.918573 2.439898 -1.185413  0.11
H 1.139686 4.418683 -2.440990  0.09
H 1.791626 5.835375 -1.637146  0.09
H 0.945406 4.618790 -0.692391  0.08
H 4.023652 5.856109 -1.703591  0.13
C -4.329269 -1.324930 -1.524589  -0.08
C -4.441934 -0.784404 -0.100361  -0.49
C -5.146514 0.563919 -0.080933  -0.08
P -2.785633 -0.838448 0.790288  1.11
C -3.017594 -0.009180 2.460725  -0.54
C -4.217959 -0.491193 3.273467  -0.08
C -3.052417 1.515473 2.301102  -0.16
C -2.528315 -2.676372 1.100426  -0.52
C -1.948222 -3.320046 -0.168882  -0.13
C -3.750103 -3.465524 1.564634  -0.09
H -5.239338 -1.091547 -2.073399  0.10
H -4.213350 -2.404040 -1.542308  0.07
H -3.490368 -0.879602 -2.056333  0.06
H -5.041739 -1.478744 0.501144  0.11
H -4.622106 1.318923 -0.658059  0.07
H -5.289266 0.933674 0.927257  0.06
H -6.137408 0.435930 -0.515206  0.10
H -2.099568 -0.280069 3.003533  0.08
H -5.141943 -0.474052 2.702209  0.08
H -4.343983 0.181469 4.120023  0.10
H -4.065273 -1.490154 3.673520  0.07
H -4.063983 1.883445 2.176835  0.08
H -2.469964 1.848659 1.440639  0.01
H -2.651043 1.989278 3.192168  0.08
H -1.768782 -2.703569 1.898420  0.10
H -2.742793 -3.735131 -0.782731  0.08
H -1.284123 -4.143121 0.088432  0.08
H -1.401610 -2.588795 -0.780540  0.02
H -4.493944 -3.553305 0.778416  0.08
H -4.224683 -3.045568 2.443714  0.06
H -3.430798 -4.473125 1.822079  0.10

Forces on atoms 1 to 6 (eV/Å):
Pd 0.1361 0.6983 -0.3848
C -0.2114 0.0810 0.0236
C 0.5795 -0.1980 0.2720
N 0.1343 -0.5451 0.0545
C -1.1244 0.8755 -1.1779
S -0.1881 0.1255 -0.3744

2.
Entry from the Open Molecules 2025 dataset: a 13-piece molecular cluster, C33H56Cl24O3S overall (ωB97M-V with the def2-TZVPD basis set).

The LUMO energy is -0.7 eV. The value obtained for the gap between HOMO and LUMO is 7.69 eV. The calculation puts the HOMO energy at -8.41 eV. As for the net charge: 0.

Each line ends with the Löwdin charge.
Cartesian coordinates (Å):
C -3.818589 0.905461 -0.792162  -0.05
C -3.149415 1.147377 -1.792897  -0.03
C -2.019977 1.601659 -2.755586  -0.08
C -0.847480 0.951675 -3.123844  -0.06
C -0.361984 -0.470388 -2.682064  -0.12
C 0.660052 -0.519073 -1.453815  -0.26
C 0.604000 0.717840 -0.477467  -0.56
S 1.514612 0.179627 1.072056  0.62
C -0.190573 2.026012 -4.074282  -0.39
O 0.965645 1.961178 -4.417273  0.11
O -1.146194 3.016658 -4.410969  0.07
C -2.174313 3.004353 -3.448073  -0.41
O -2.978717 3.834876 -3.146958  0.17
H -4.332551 0.889262 0.200347  0.05
H -1.214923 -1.179224 -2.443508  0.05
H 0.184658 -0.949077 -3.561258  0.13
H 1.715475 -0.697468 -1.804658  0.11
H 0.375190 -1.433451 -0.832667  0.06
H 1.168242 1.578365 -0.944418  0.00
H -0.462500 0.997150 -0.212133  0.08
H 1.251216 1.144137 2.024198  -0.16
Cl -1.095287 -2.181363 1.849094  0.54
C -1.741403 -1.819643 3.469891  -0.67
C -1.360953 -0.434686 3.955099  -0.69
Cl 0.382696 -0.298707 4.291010  0.54
H -1.385011 -2.593209 4.150958  0.07
H -2.824951 -1.899593 3.400879  0.00
H -1.883287 -0.210909 4.888336  -0.04
H -1.623414 0.334722 3.227765  0.08
Cl -0.074668 6.976175 -0.807632  0.53
C 1.081206 6.247452 -1.954720  -0.68
C 0.493927 5.061865 -2.686878  -0.61
Cl 0.228506 3.666899 -1.607017  0.73
H 1.978244 5.971468 -1.399664  0.07
H 1.348669 7.024643 -2.668719  -0.03
H 1.182017 4.730925 -3.467199  0.08
H -0.457801 5.311180 -3.155967  0.04
Cl -6.088925 -3.356873 -2.969911  0.54
C -6.738402 -2.989702 -1.352286  -0.67
C -6.342807 -1.607959 -0.878739  -0.62
Cl -4.599276 -1.488685 -0.534788  0.61
H -6.393293 -3.762674 -0.665480  0.06
H -7.825059 -3.058303 -1.424601  0.07
H -6.865191 -1.371895 0.049909  0.05
H -6.594778 -0.843254 -1.614828  0.08
Cl 1.130910 -4.859113 -0.028330  0.56
C -0.247728 -5.737161 -0.737041  -0.65
C -0.821886 -5.021136 -1.939031  -0.63
Cl -1.633291 -3.500836 -1.488538  0.58
H -0.996644 -5.876750 0.042881  0.07
H 0.121971 -6.719465 -1.034063  0.03
H -1.572300 -5.649467 -2.421165  0.08
H -0.050579 -4.788450 -2.673851  0.07
Cl -0.655739 7.908446 -4.308816  0.61
C 0.104502 9.405071 -4.905104  -0.64
C 1.443667 9.134009 -5.552029  -0.65
Cl 2.665317 8.621159 -4.361959  0.57
H 0.194535 10.098550 -4.068828  0.07
H -0.579902 9.840084 -5.635101  0.07
H 1.821597 10.043062 -6.022315  0.07
H 1.369173 8.361196 -6.317438  0.07
Cl 5.748022 -7.746397 -0.842414  0.56
C 5.159340 -6.906170 -2.299289  -0.65
C 3.738915 -6.410661 -2.137058  -0.67
Cl 2.564361 -7.749059 -2.068203  0.56
H 5.252415 -7.588731 -3.144076  0.07
H 5.827927 -6.060890 -2.468848  0.07
H 3.463534 -5.791711 -2.992327  0.08
H 3.622479 -5.812725 -1.233317  0.04
Cl -6.040394 -2.943121 2.589428  0.56
C -6.698099 -2.588893 4.210576  -0.65
C -6.313559 -1.209146 4.695587  -0.64
Cl -4.574011 -1.085194 5.044137  0.62
H -6.351220 -3.365503 4.892197  0.07
H -7.783963 -2.663060 4.134177  0.07
H -6.839940 -0.982187 5.623829  0.08
H -6.567687 -0.441553 3.964295  0.07
Cl -1.492478 2.595563 9.212287  0.54
C -0.532699 2.272825 7.745522  -0.66
C -1.247715 2.713673 6.487574  -0.63
Cl -2.675631 1.706048 6.138026  0.58
H -0.298340 1.208518 7.722016  0.07
H 0.402331 2.824652 7.851910  0.08
H -0.578377 2.621696 5.630624  0.07
H -1.574688 3.751520 6.553901  0.07
Cl -4.294857 1.039391 13.515511  0.53
C -3.241402 2.453858 13.767035  -0.67
C -1.835985 2.217153 13.258471  -0.67
Cl -0.959401 1.015302 14.238760  0.54
H -3.247701 2.695690 14.829898  0.07
H -3.694551 3.285722 13.225493  0.07
H -1.263264 3.144415 13.309352  0.07
H -1.836177 1.873719 12.222960  0.04
Cl 7.241301 -11.457824 1.763785  0.54
C 7.237524 -9.701293 2.060583  -0.67
C 8.577066 -9.203053 2.557334  -0.67
Cl 8.942493 -9.781945 4.202256  0.53
H 6.439240 -9.479709 2.768952  0.07
H 6.993399 -9.221168 1.111353  0.01
H 8.572803 -8.112840 2.599550  0.07
H 9.389256 -9.515341 1.900700  0.07
Cl 5.308321 3.521970 -3.588488  0.53
C 4.460076 2.854058 -5.007327  -0.67
C 4.959260 3.451152 -6.305505  -0.67
Cl 4.513296 5.167755 -6.474379  0.52
H 3.391326 3.022762 -4.872548  0.05
H 4.637638 1.777628 -5.003989  0.07
H 4.511981 2.924735 -7.149198  -0.01
H 6.043482 3.374882 -6.392352  0.07
Cl 3.292050 2.737846 -9.396358  0.58
C 1.612967 2.142732 -9.385245  -0.65
C 1.181786 1.671639 -8.012475  -0.66
Cl 2.033140 0.187209 -7.517727  0.54
H 1.533093 1.346897 -10.125816  0.07
H 0.980757 2.971788 -9.706759  0.07
H 0.115712 1.439553 -8.020093  0.08
H 1.358610 2.431802 -7.250636  0.06

Forces on atoms 1 to 6 (eV/Å):
C 1.0162 1.9270 -0.4457
C 1.8482 0.6674 0.2958
C -1.1428 -1.4182 0.6180
C -2.6262 1.6221 0.2996
C 0.8511 0.1092 -0.6434
C -0.4024 -0.4122 0.7959

no.,electronic energy (Ha)
1,-2581.1333
2,-12959.4503